A structure of composition C18H47NO4Si2Tb, computed with wB97M-V/def2-TZVPD.

Last column: Löwdin spin population.
CARTESIAN COORDINATES (ANGSTROEM)
O 1.68 0.03 0.10  -0.017
O 0.19 -1.53 -2.28  0.001
C 2.39 0.97 -0.80  -0.002
C 3.42 1.79 -0.06  0.000
H 1.61 1.59 -1.26  -0.001
H 2.84 0.38 -1.60  0.000
H 3.02 2.29 0.84  0.000
H 3.77 2.56 -0.76  0.000
H 4.28 1.16 0.22  0.000
C 2.32 -1.27 0.40  -0.001
C 3.27 -1.73 -0.67  0.000
H 1.50 -1.98 0.53  0.000
H 2.82 -1.13 1.38  0.000
H 2.70 -1.99 -1.57  0.000
H 3.76 -2.65 -0.32  0.000
H 4.05 -1.00 -0.89  0.000
C -0.51 -2.86 -1.75  0.000
C 0.15 -1.23 -3.83  0.000
C 0.46 -4.00 -1.80  0.000
H -1.39 -2.97 -2.41  0.000
H -0.79 -2.61 -0.72  0.000
H 0.77 -4.26 -2.82  0.000
H -0.04 -4.87 -1.38  0.000
H 1.36 -3.84 -1.18  0.000
C 0.78 -2.35 -4.61  0.000
H 0.73 -0.30 -3.91  0.000
H -0.92 -1.07 -4.06  0.000
H 1.85 -2.49 -4.38  0.000
H 0.73 -2.08 -5.67  0.000
H 0.25 -3.30 -4.51  0.000
H -0.34 -0.77 -1.89  0.001
Tb -0.12 0.93 1.05  6.115
C -0.78 1.30 -1.43  -0.021
Si -2.54 1.75 -1.96  -0.001
H -0.21 2.26 -1.41  0.000
H -0.33 0.75 -2.28  0.000
C -2.35 2.46 -3.70  0.000
C -3.25 3.10 -0.85  0.000
C -3.65 0.24 -1.94  0.000
C 1.46 1.13 2.86  -0.022
Si 0.99 -0.42 3.78  -0.002
H 1.43 1.96 3.59  0.000
H 2.53 1.05 2.60  0.000
C 2.47 -1.53 4.04  0.000
C -0.23 -1.51 2.83  -0.009
C 0.20 -0.02 5.43  0.000
H -3.05 -0.67 -2.09  0.000
H -4.40 0.28 -2.74  0.000
H -4.16 0.14 -0.97  0.000
H -1.63 3.30 -3.68  0.000
H -3.29 2.83 -4.12  0.000
H -1.93 1.70 -4.37  0.000
H -2.43 3.66 -0.38  0.000
H -3.93 2.74 -0.06  0.000
H -3.82 3.81 -1.48  0.000
H 0.30 -2.30 2.28  0.000
H -1.00 -1.07 2.17  -0.005
H -0.81 -2.01 3.63  -0.001
H 0.36 -0.84 6.14  0.000
H -0.89 0.14 5.33  0.000
H 0.65 0.89 5.84  0.000
H 2.29 -2.18 4.91  0.000
H 3.36 -0.93 4.23  0.000
H 2.66 -2.17 3.17  0.000
N -1.11 2.80 2.24  -0.017
C -2.52 2.57 2.62  0.000
C -3.11 1.28 2.02  0.000
O -4.32 1.15 2.07  0.000
O -2.25 0.46 1.43  -0.018
H -0.48 2.86 3.06  0.001
H -1.01 3.73 1.80  0.000
H -2.63 2.53 3.71  0.000
H -3.14 3.39 2.25  0.000

Results
Expectation value of S²: 12.711
HOMO level (spin up / spin down) in hartree: -0.3793 / -0.3781
Relative energy (zero: lowest compared OMol25 entry of this formula, charge and spin) in kJ/mol: 0.0
Charge: +1
Energy in Eh: -2472.9506
2S+1: 7

***

A cluster of 2 separate species, CH2BrFO in total, computed with wB97M-V/def2-TZVPD.

Last column: natural (NBO) charge in e.
CARTESIAN COORDINATES (ANGSTROEM)
C -0.92 -0.20 0.16  0.386
O 0.99 0.97 -0.39  -0.834
F -0.53 -1.34 -0.33  -0.260
Br 2.45 0.14 -0.04  0.309
H -0.54 0.07 1.14  0.214
H -1.45 0.36 -0.55  0.184

Results
HOMO level (spin up / spin down) in hartree: -0.3179 / -0.3179
Relative energy (zero: lowest compared OMol25 entry of this formula, charge and spin) in kJ/mol: 480.5
Energy in Eh: -2788.2378

***

A cluster of 2 separate species, C2H3BrN4 in total, computed with wB97M-V/def2-TZVPD.

Last column: natural (NBO) charge in e.
CARTESIAN COORDINATES (ANGSTROEM)
C -0.74 1.47 -0.34  0.617
C 0.69 -1.31 0.02  0.631
N -0.35 2.20 -1.17  -0.638
N 1.43 -1.07 0.95  -0.723
N 0.00 -2.18 -0.46  -0.699
N -0.84 0.47 0.40  -0.617
Br -2.33 0.33 1.47  0.238
H 2.38 -0.58 0.95  0.398
H -0.77 -2.09 -1.00  0.378
H 0.54 2.76 -0.82  0.414

Results
HOMO level in hartree: -0.3495
Relative energy (zero: lowest compared OMol25 entry of this formula, charge and spin) in kJ/mol: 225.4
Energy in Eh: -2870.9150